C5H10N2O as an isolated structure. Source: OMol25; level of theory: ωB97M-V with the def2-TZVPD basis set.

Geometry as XYZ:
```
18
Properties=species:S:1:pos:R:3:forces:R:3:nbo_charge:R:1
C 0.7467 0.6475 0.2852 -0.9 -0.4 1.1 0.1749
C 1.3040 0.3969 -1.6736 -1.3 0.2 -0.4 0.0620
C 1.3671 1.0819 1.5650 -0.1 0.2 0.0 -0.6517
C -1.3984 -0.4776 1.0818 0.1 -0.4 -0.1 -0.6585
C -0.2744 -0.2979 0.0962 0.7 1.2 0.0 0.1150
N -1.4711 -1.1918 -1.7159 -0.3 0.1 -0.1 -0.6589
O 1.1204 1.4316 -0.8122 0.1 -1.2 -0.6 -0.4746
N -0.2630 -0.8894 -1.1024 1.1 0.2 -0.2 -0.2741
H -1.4870 -2.1665 -1.9821 0.1 0.0 0.0 0.3586
H -2.3196 -0.9626 -1.2032 0.3 0.2 0.0 0.3414
H 2.2172 -0.1744 -1.5426 -0.3 -0.3 0.2 0.1749
H 0.9146 0.5484 -2.6763 0.3 0.1 0.0 0.1802
H 2.4521 0.9285 1.5280 -0.1 0.0 0.1 0.2193
H 0.9773 0.5223 2.4158 0.0 0.0 -0.1 0.2158
H 1.2001 2.1500 1.7376 0.0 0.0 0.0 0.2134
H -1.7196 -1.5224 1.1274 0.0 0.0 0.1 0.2125
H -1.0963 -0.1452 2.0728 0.0 -0.1 0.0 0.2311
H -2.2701 0.1208 0.7983 0.1 0.0 0.0 0.2188
```
Positions in Å, forces in eV/Å.

Output
Kohn-Sham gap = 8.05 eV
ΔE to the lowest compared entry with this formula, charge and spin = 108.35 kcal per mole